Model one:
C4H7CuO2 | wB97M-V/def2-TZVPD

- multiplicity = 3
- HOMO-LUMO gap (spin up / spin down) (eV) = 6.64 / 6.43
- LUMO (spin up / spin down) (eV) = 0.52 / -2.05

Last column: Mulliken charge in e.
Cartesian coordinates (Å):
O (1.497, -0.844, -0.273)  -0.57
C (0.485, -1.165, 0.473)  0.07
C (-0.832, -1.164, 0.089)  -0.65
H (-1.600, -1.117, 0.863)  0.28
H (0.688, -1.140, 1.560)  0.31
H (-1.086, -1.507, -0.918)  0.27
Cu (2.255, 0.613, -0.879)  0.19
C (-0.416, 1.087, -2.405)  0.16
C (-0.346, 1.412, -1.076)  -0.91
O (-0.659, -0.129, -2.939)  -0.48
H (-0.140, 1.816, -3.174)  0.39
H (-0.396, 2.492, -0.906)  0.26
H (-0.299, 1.112, -0.028)  0.32
H (-1.527, -0.172, -3.383)  0.35

Model two:
C4H7CuO2 | wB97M-V/def2-TZVPD

- multiplicity = 3
- HOMO-LUMO gap (spin up / spin down) (eV) = 5.24 / 7.84
- LUMO (spin up / spin down) (eV) = -0.09 / -1.24

Last column: Mulliken charge in e.
Cartesian coordinates (Å):
H (-1.404, 0.213, 2.063)  0.12
O (1.382, 1.052, 2.829)  -0.48
C (1.056, 0.397, 1.691)  -0.40
C (1.141, 0.988, 0.491)  -0.24
C (0.827, 0.246, -0.784)  -0.55
C (-0.472, 0.807, -1.263)  0.24
O (-1.565, 0.554, -0.773)  -0.25
Cu (-2.346, -0.394, 0.762)  -0.37
H (1.313, 0.469, 3.590)  0.34
H (0.818, -0.665, 1.793)  0.42
H (1.454, 2.033, 0.426)  0.33
H (0.739, -0.836, -0.623)  0.28
H (1.593, 0.451, -1.549)  0.25
H (-0.423, 1.508, -2.118)  0.31

model two is the most stable structure shown above.